No. 1
A cluster of 2 separate species, C2H2N2P2 in total in a non-equilibrium geometry, computed with the ωB97M-V functional and the def2-TZVPD basis.

The geometry in XYZ format:
```
8
Properties=species:S:1:pos:R:3:forces:R:3
C -2.208 -0.905 -0.182 0.3912 0.5701 -0.0201
C 2.703 -1.496 -0.692 -4.6114 0.2544 0.1570
N -2.411 -1.833 -0.819 -0.4320 -1.2450 -0.8662
N 3.814 -1.358 -0.748 4.5663 0.2303 -0.2011
P 0.936 -1.279 -0.684 0.6753 2.1406 -1.3863
P -1.643 0.459 0.719 -0.0384 0.3319 0.4802
H 0.802 -2.429 -0.079 -0.6998 -2.6019 1.4271
H -2.337 -0.115 1.810 0.1488 0.3195 0.4095
```
Positions in Å, forces in eV/Å.

As for the HOMO-LUMO gap (spin up / spin down): 6.99 / 7.55 eV. As for the spin multiplicity: 1. As for the total energy: -869.4925 Ha. Its relative energy (zero: lowest compared OMol25 entry of this formula, charge and spin) is 56.75 kcal per mole.

And the Löwdin charges, in e, turn out to be: atom 1 (C): -0.768, atom 2 (C): -0.631, atom 3 (N): 0.075, atom 4 (N): 0.070, atom 5 (P): 0.813, atom 6 (P): 0.769, atom 7 (H): -0.191, atom 8 (H): -0.137

=====

No. 2
A structure of composition C18H51N3O11P2Pt in a non-equilibrium geometry, computed with the ωB97M-V functional and the def2-TZVPD basis.

The geometry in XYZ format:
```
86
Properties=species:S:1:pos:R:3:forces:R:3
Pt 6.563 -22.215 17.070 0.6482 -0.2472 0.9064
C 3.957 -25.025 19.744 -0.4056 0.5053 0.0798
C 4.252 -24.095 18.564 -0.0977 -1.2091 -0.6527
C 3.088 -23.202 18.221 0.1367 1.2085 1.2752
O 3.126 -22.144 19.194 0.3268 0.0092 -0.3497
C 2.026 -21.263 19.064 -0.2864 -0.5902 0.8189
N 5.500 -23.315 18.739 -0.0588 -0.4366 1.0570
H 4.881 -25.455 20.127 -0.1095 -0.2087 0.0925
H 3.270 -25.809 19.425 0.2317 -0.1660 -0.0710
H 3.420 -24.510 20.544 0.3298 0.1484 0.0981
H 4.420 -24.756 17.708 0.0945 0.2243 -0.1132
H 2.135 -23.708 18.394 0.0442 -0.3234 -0.6263
H 3.189 -22.751 17.228 -0.1773 -0.2468 -0.1233
H 1.113 -21.768 19.408 -0.0390 0.0210 -0.3636
H 1.910 -20.933 18.033 -0.0586 0.2681 -0.0360
H 2.169 -20.455 19.778 0.1806 0.2564 -0.3092
H 5.349 -22.759 19.585 -0.1791 0.4142 -0.4092
H 6.181 -23.987 19.097 0.0259 -0.0539 -0.3407
C 10.742 -24.090 17.459 0.6039 0.2794 -0.1950
C 9.573 -23.507 16.665 0.2089 -0.3419 0.9561
C 9.613 -24.014 15.255 0.4315 0.1134 -0.2606
O 8.646 -23.368 14.479 -0.0438 0.1249 -0.5019
C 8.949 -23.405 13.086 -0.3071 -0.6173 0.3116
N 8.260 -23.863 17.289 -0.3955 0.3650 -0.7024
H 11.098 -25.057 17.096 -0.4717 -0.2322 0.1987
H 10.512 -24.121 18.523 0.0836 -0.1836 0.0273
H 11.628 -23.456 17.350 -0.1744 0.1349 0.0560
H 9.686 -22.423 16.684 -0.3381 0.0646 -0.1590
H 9.478 -25.108 15.250 -0.0461 0.0034 -0.0314
H 10.630 -23.827 14.878 -0.0918 0.0068 -0.1120
H 9.928 -22.953 12.914 -0.0538 0.0958 -0.2317
H 8.148 -22.904 12.549 0.1803 0.3127 0.1349
H 8.953 -24.437 12.709 0.2182 0.0177 0.1286
H 8.366 -24.169 18.249 0.2050 0.0762 0.0101
H 7.878 -24.651 16.771 -0.0934 -0.0014 0.1002
C 6.510 -18.694 19.877 -0.4556 -0.2928 -0.1285
C 6.036 -19.916 19.065 1.1351 0.3384 0.6583
C 5.240 -19.479 17.879 -0.9395 0.4058 -0.5360
O 5.007 -20.553 16.967 -0.0850 0.2940 0.5224
C 4.146 -20.221 15.900 -0.2249 -0.0750 -0.7935
N 7.220 -20.785 18.723 -0.3904 0.3882 0.1927
H 6.663 -19.008 20.908 0.1595 0.2093 0.0514
H 5.752 -17.909 19.865 -0.0043 -0.0149 0.1170
H 7.430 -18.266 19.479 0.0298 -0.0345 -0.0619
H 5.392 -20.495 19.726 -0.0712 -0.2802 -0.2250
H 5.632 -18.611 17.334 0.4888 -0.2357 0.0081
H 4.275 -19.130 18.272 -0.0079 -0.1325 -0.0471
H 3.101 -20.145 16.208 0.0412 0.0557 0.2704
H 4.216 -21.025 15.166 0.0037 -0.0131 0.1226
H 4.443 -19.288 15.412 0.0645 -0.0166 0.1775
H 8.004 -20.191 18.459 -0.1376 -0.0032 -0.3019
H 7.522 -21.192 19.606 -0.0012 -0.2134 -0.1580
C 5.893 -25.306 12.293 -0.3381 -0.4972 -0.2827
O 6.090 -24.464 13.435 0.7771 -0.1834 -0.1901
P 4.944 -24.078 14.404 -0.6329 -0.1653 0.0698
O 5.446 -23.475 15.643 0.2151 -0.0872 -0.0094
O 3.994 -23.102 13.660 -0.5314 0.3199 -0.1133
C 2.900 -23.460 12.777 0.2001 -0.1024 -0.1692
O 4.068 -25.362 14.633 0.1980 -0.1151 0.0535
C 4.656 -26.579 15.151 0.1036 -0.1545 -0.2013
H 4.879 -25.710 12.265 0.0161 0.0751 0.0125
H 6.573 -26.151 12.360 0.1499 0.1231 0.0065
H 6.068 -24.753 11.374 0.1202 0.1476 0.0789
H 3.064 -22.958 11.828 -0.0247 0.1079 0.0371
H 1.974 -23.129 13.233 -0.0283 0.0086 0.0228
H 2.878 -24.532 12.607 -0.1006 -0.0290 0.0980
H 4.198 -26.788 16.111 -0.1099 -0.1371 -0.0369
H 5.742 -26.539 15.275 -0.0610 0.4148 -0.0166
H 4.465 -27.361 14.420 -0.2432 -0.0954 0.1721
C 6.952 -17.422 14.036 -0.5051 -0.3873 -0.6717
O 6.779 -18.687 14.738 -0.2969 0.6456 0.4053
P 7.767 -19.875 14.566 0.3193 -0.1015 -0.2721
O 7.686 -20.865 15.650 -0.2034 -0.0234 0.2565
O 7.511 -20.451 13.131 0.2631 -0.1503 -0.3187
C 6.214 -20.629 12.571 -0.6669 -0.1335 -0.1949
O 9.170 -19.209 14.460 0.1843 0.1473 -0.0838
C 10.365 -19.977 14.277 0.3750 -0.4676 -0.0821
H 7.309 -17.611 13.022 0.4042 0.0415 0.1870
H 7.601 -16.772 14.605 0.1226 0.0288 -0.0138
H 5.963 -16.992 13.894 -0.0229 0.0250 0.4306
H 6.010 -19.853 11.834 0.1202 0.1097 0.1142
H 5.431 -20.620 13.332 0.1265 0.0375 -0.0226
H 6.162 -21.586 12.053 0.2426 -0.0562 0.1265
H 10.391 -20.455 13.296 -0.1540 0.2444 -0.0799
H 10.448 -20.774 15.019 -0.1266 0.1864 0.1449
H 11.201 -19.294 14.372 -0.0192 0.0515 0.0121
```
Positions in Å, forces in eV/Å.

As for the HOMO-LUMO gap (spin up / spin down): 8.58 / 10.09 eV. The total charge is +2. As for the spin multiplicity: 3. As for the total energy: -2510.0048 Ha. The expectation value of S² is 2.00.

And the Löwdin charges, in e, turn out to be: atom 1 (Pt): 1.186, atom 2 (C): -0.027, atom 3 (C): -0.396, atom 4 (C): -0.164, atom 5 (O): -0.218, atom 6 (C): -0.083, atom 7 (N): -0.019, atom 8 (H): 0.082, atom 9 (H): 0.091, atom 10 (H): 0.092, atom 11 (H): 0.117, atom 12 (H): 0.141, atom 13 (H): 0.116, atom 14 (H): 0.101, atom 15 (H): 0.079, atom 16 (H): 0.096, atom 17 (H): 0.095, atom 18 (H): 0.083, atom 19 (C): -0.036, atom 20 (C): -0.397, atom 21 (C): -0.228, atom 22 (O): -0.209, atom 23 (C): -0.075, atom 24 (N): 0.003, atom 25 (H): 0.091, atom 26 (H): 0.080, atom 27 (H): 0.091, atom 28 (H): 0.118, atom 29 (H): 0.145, atom 30 (H): 0.141, atom 31 (H): 0.093, atom 32 (H): 0.071, atom 33 (H): 0.098, atom 34 (H): 0.081, atom 35 (H): 0.089, atom 36 (C): -0.025, atom 37 (C): -0.381, atom 38 (C): -0.174, atom 39 (O): -0.314, atom 40 (C): -0.073, atom 41 (N): -0.014, atom 42 (H): 0.090, atom 43 (H): 0.094, atom 44 (H): 0.089, atom 45 (H): 0.130, atom 46 (H): 0.139, atom 47 (H): 0.144, atom 48 (H): 0.095, atom 49 (H): 0.069, atom 50 (H): 0.094, atom 51 (H): 0.099, atom 52 (H): 0.104, atom 53 (C): -0.048, atom 54 (O): -0.206, atom 55 (P): 0.319, atom 56 (O): -0.309, atom 57 (O): -0.206, atom 58 (C): -0.026, atom 59 (O): -0.206, atom 60 (C): -0.045, atom 61 (H): 0.087, atom 62 (H): 0.104, atom 63 (H): 0.103, atom 64 (H): 0.099, atom 65 (H): 0.101, atom 66 (H): 0.084, atom 67 (H): 0.091, atom 68 (H): 0.094, atom 69 (H): 0.102, atom 70 (C): -0.023, atom 71 (O): -0.219, atom 72 (P): 0.338, atom 73 (O): -0.300, atom 74 (O): -0.188, atom 75 (C): -0.056, atom 76 (O): -0.176, atom 77 (C): -0.045, atom 78 (H): 0.098, atom 79 (H): 0.099, atom 80 (H): 0.099, atom 81 (H): 0.104, atom 82 (H): 0.073, atom 83 (H): 0.086, atom 84 (H): 0.094, atom 85 (H): 0.080, atom 86 (H): 0.102